Record 1
# C43H61BrCl18FN5O8PS

A 10-piece molecular cluster, C43H61BrCl18FN5O8PS overall at a distorted geometry (ωB97M-V with the def2-TZVPD basis set, OMol25).

Output
Charge   -1
Frontier orbital gap   6.062 eV
LUMO   0.7 eV

```
139
Properties=species:S:1:pos:R:3:forces:R:3
C -2.07090 -4.50866 1.33611 0.2 -1.1 -0.2
C -1.16064 -5.14194 2.50105 -0.7 -1.3 -1.3
N -0.76160 -4.19082 3.59120 -0.9 1.5 -0.7
C -1.23478 -2.81660 3.36971 0.1 3.3 -0.5
C -2.61992 -2.31006 3.92348 2.0 1.6 -1.1
P -3.64556 -3.60935 4.88253 0.3 0.7 -0.9
S -5.54517 -3.59851 4.42421 -0.1 0.0 0.2
C -3.15871 -0.85440 3.74309 2.6 -0.2 -1.0
C -4.54351 -0.32580 4.33825 0.4 -0.7 0.1
C -2.28544 0.17140 2.92007 1.4 -4.6 1.0
Br -3.00456 1.99491 2.64946 0.9 -1.9 0.1
C -0.91529 -0.34904 2.38830 -0.9 -0.7 0.5
C -0.35726 -1.79963 2.58417 -2.9 1.2 1.0
C 1.07950 -2.15724 1.91991 1.3 -1.1 0.2
O 1.91176 -2.94724 2.44647 -3.6 3.0 -1.8
C 1.33866 -1.44755 0.48339 0.0 1.2 -2.0
C 0.78370 0.02074 0.27249 1.0 -1.1 -1.8
C 0.94833 0.78960 -1.09986 1.5 -3.4 1.0
C 0.36331 2.25706 -1.36049 0.0 -0.8 -0.7
C 1.25540 3.46614 -0.79182 -0.1 1.5 -0.3
C 0.61943 4.82360 -1.43586 -4.4 -1.0 0.2
O -0.65217 4.84622 -1.52452 5.5 0.6 0.0
O 1.39854 5.91622 -1.92583 -0.5 -1.6 2.3
C 1.70521 -0.00184 -2.24273 0.5 -1.8 1.8
C 1.97024 0.64357 -3.71023 0.3 0.4 1.8
C 0.71949 0.34849 -4.69337 0.4 -0.2 0.6
N 0.39225 1.54117 -5.53469 -0.2 -0.9 0.6
N 1.04591 -0.81292 -5.57994 -0.1 -0.2 1.1
N -0.42537 -0.06283 -3.81589 0.1 0.4 -1.7
C 2.25644 -1.47375 -2.04027 -1.1 1.9 3.1
C 2.98295 -2.31019 -3.18751 -3.6 -3.6 -0.8
O 2.36453 -3.33255 -3.62453 2.9 4.7 1.4
N 4.31579 -2.02223 -3.77387 0.3 1.9 2.0
C 5.27243 -1.49062 -2.79109 2.8 -2.8 2.6
O 5.98911 -2.25558 -2.09829 -3.5 4.2 -3.3
F 5.41388 -0.07111 -2.63049 -0.6 -2.8 -0.9
C 2.07450 -2.21959 -0.64885 -1.0 2.8 -0.7
C 2.62207 -3.74135 -0.47549 -0.9 -4.6 -0.5
O 3.68555 -3.96810 0.19974 -2.9 1.6 -2.2
O 1.84045 -4.72973 -1.07751 3.1 5.2 2.6
C 0.03291 0.66836 1.55988 0.3 2.0 0.7
O 0.16948 1.87316 1.96071 -0.6 -4.9 -2.0
H -2.35389 -5.37190 0.61203 0.6 1.4 1.2
H -3.06139 -4.11331 1.75107 1.5 -0.2 -0.7
H -1.47229 -3.74980 0.72288 -1.1 -0.9 1.0
H -0.24416 -5.62320 1.98671 -1.3 1.0 1.0
H -1.76415 -6.02099 2.95130 0.9 1.3 -0.5
H 0.25054 -4.23735 3.77370 -0.7 0.4 -0.4
H -3.13144 -4.89468 4.50946 0.3 0.9 0.5
H -3.39408 -3.43957 6.30510 0.2 -0.1 -1.0
H -4.94709 -0.96111 5.21557 0.9 0.8 -1.6
H -5.32463 -0.38440 3.50470 1.3 0.1 1.2
H -4.49853 0.75571 4.73034 0.3 -1.6 -0.9
H 0.31530 2.41393 -2.51058 0.1 -0.4 1.9
H -0.74143 2.30207 -1.01239 2.0 0.1 -0.3
H 2.35958 3.42669 -1.08912 -1.6 -0.3 0.4
H 1.18999 3.60228 0.35447 0.0 -0.5 -1.9
H 2.04303 6.10965 -1.19095 -0.5 -0.4 -1.2
H 2.17015 1.76646 -3.52791 -0.5 -1.7 -0.6
H 2.97068 0.21663 -4.10500 -1.8 0.7 0.5
H -0.63532 1.49722 -5.68743 1.2 0.0 -0.3
H 0.89667 1.41501 -6.42440 -0.7 0.2 0.5
H 0.81269 -1.66517 -5.04217 0.3 0.4 -0.4
H 2.06300 -0.86345 -5.75568 -0.8 0.1 0.1
H -1.05721 -0.67944 -4.36798 0.6 0.9 0.6
H -0.96319 0.76927 -3.50198 0.5 -0.8 -0.4
H 4.25904 -1.45101 -4.62975 -0.1 -0.3 0.6
Cl 3.30534 1.14958 2.54894 0.1 -0.1 -0.1
C 4.02468 2.53875 3.39614 -0.1 -0.1 0.0
C 3.47493 3.85259 2.89034 -0.2 0.1 0.5
Cl 3.99844 4.19380 1.22778 0.2 0.1 -0.2
H 5.10783 2.48240 3.28268 -0.2 0.0 -0.1
H 3.78856 2.42212 4.45573 0.0 0.1 -0.1
H 3.83662 4.67348 3.51336 0.1 -0.1 -0.1
H 2.38311 3.86457 2.91167 0.1 -0.1 -0.1
Cl -3.31327 -1.41156 -4.30569 -0.3 -0.1 -0.1
C -4.56159 -1.51911 -3.04008 -0.3 0.1 0.3
C -4.10567 -0.89703 -1.73388 0.0 0.0 0.0
Cl -2.80764 -1.83770 -0.95808 0.0 0.0 0.0
H -4.82796 -2.57005 -2.91315 0.2 0.1 0.0
H -5.43934 -0.98894 -3.41724 0.1 0.0 0.1
H -4.93890 -0.86573 -1.02801 0.0 0.0 -0.1
H -3.74319 0.12250 -1.87961 0.0 -0.4 0.0
Cl 6.81367 -6.36196 -4.00823 0.2 -0.1 -0.2
C 5.54961 -6.49532 -2.75676 -0.3 0.1 0.3
C 5.97448 -5.87100 -1.44318 -0.4 0.2 -0.1
Cl 7.28111 -6.79190 -0.65130 0.2 -0.1 0.0
H 5.30076 -7.55141 -2.63800 0.2 0.1 0.0
H 4.66756 -5.97894 -3.14227 0.1 0.0 0.1
H 5.13059 -5.85812 -0.74952 0.0 0.1 -0.1
H 6.31828 -4.84420 -1.57940 0.0 -0.2 0.0
Cl -1.81202 5.45156 -4.66329 -0.1 0.0 -0.1
C -1.07971 6.85185 -3.84241 0.0 0.4 0.2
C -1.62718 8.16869 -4.35730 0.0 -0.1 0.3
Cl -1.11821 8.50192 -6.03250 0.0 0.0 -0.1
H 0.00250 6.78996 -3.96726 -0.2 0.0 0.0
H -1.30509 6.74708 -2.77928 0.0 0.0 -0.2
H -1.25174 8.99053 -3.74375 0.0 -0.1 0.0
H -2.71833 8.18988 -4.32471 0.2 -0.1 -0.1
Cl -8.20739 -1.01423 1.75743 0.1 0.1 -0.1
C -8.64702 -1.57204 3.39217 -0.2 0.3 0.6
C -8.82881 -0.41862 4.35927 -0.2 0.0 -0.1
Cl -7.28917 0.40024 4.71998 -0.7 0.3 0.2
H -7.87598 -2.26480 3.73304 0.0 0.2 -0.1
H -9.58162 -2.12403 3.29686 0.1 0.3 0.1
H -9.22056 -0.78998 5.30874 0.1 -0.1 -0.1
H -9.52667 0.32620 3.97109 0.2 -0.1 0.0
Cl 6.15157 3.78426 5.41711 0.1 0.2 0.2
C 7.62963 3.47601 4.47054 0.2 -0.1 -0.1
C 8.83725 4.19310 5.04439 0.0 -0.2 0.0
Cl 8.72038 5.96123 4.85647 -0.1 0.1 0.0
H 7.43890 3.77318 3.43704 0.0 0.1 0.1
H 7.79585 2.39809 4.48832 0.0 0.2 0.1
H 9.73915 3.87890 4.51858 -0.2 0.1 0.0
H 8.96803 3.97303 6.10587 -0.1 0.1 -0.1
Cl 12.41034 2.92030 1.55275 0.0 0.0 0.1
C 11.40142 1.48875 1.22720 -0.1 -0.2 -0.1
C 10.02150 1.60908 1.84281 -0.1 -0.1 -0.4
Cl 10.07171 1.54525 3.62307 0.3 -0.4 -0.1
H 11.93111 0.60912 1.59720 -0.1 0.2 0.0
H 11.31558 1.40273 0.14171 -0.1 0.0 0.1
H 9.39520 0.77688 1.51427 0.1 0.0 0.0
H 9.53122 2.54004 1.55084 0.1 -0.1 0.1
Cl -4.29502 2.29747 -2.81573 -0.1 0.2 -0.1
C -5.60045 3.24706 -3.56732 -0.1 0.2 -0.2
C -5.80426 4.58317 -2.88064 0.1 0.1 -0.2
Cl -6.47042 4.40027 -1.23886 0.0 0.0 0.0
H -6.51038 2.64421 -3.55252 0.1 0.1 0.1
H -5.31509 3.40659 -4.60974 0.0 0.1 0.1
H -6.51863 5.18504 -3.44666 0.0 -0.1 0.0
H -4.86961 5.14289 -2.80700 -0.1 -0.2 0.0
Cl -9.74021 -6.90579 0.42867 0.0 0.0 0.0
C -10.12694 -5.17603 0.25242 0.0 0.2 0.0
C -9.14884 -4.29036 0.99941 -0.1 0.0 -0.3
Cl -9.30600 -4.45606 2.76627 -0.1 -0.7 -0.1
H -11.15170 -5.02121 0.59518 0.2 -0.1 0.1
H -10.08770 -4.95096 -0.81587 0.1 0.0 0.1
H -9.34211 -3.24262 0.76178 0.0 -0.1 0.0
H -8.11533 -4.51563 0.72901 -0.1 0.0 0.1
```
Positions in Å, forces in eV/Å.

Mulliken population analysis, charges in e, atoms 1 to 5:
1. C -0.4187
2. C -0.6302
3. N -0.2315
4. C -0.4918
5. C 0.2301


Record 2
# C7H15N2

An isolated ion of composition C7H15N2 and charge +1 at a distorted geometry (ωB97M-V with the def2-TZVPD basis set, OMol25).

Output
Charge   +1
Relative energy (zero: lowest compared OMol25 entry of this formula, charge and spin)   43.35 kcal per mole
Frontier orbital gap   9.910 eV
LUMO   -4.4 eV

```
24
Properties=species:S:1:pos:R:3:forces:R:3
C -1.90676 0.46433 -0.72985 -0.8 -0.8 2.8
C 0.32943 0.07177 0.19673 2.9 -1.3 2.4
C -0.23245 -0.49872 1.43384 -2.0 -0.4 -1.7
C 2.36911 0.24053 -1.38248 1.2 -1.1 -0.9
C 2.94862 0.08222 1.05317 0.0 1.3 -0.9
C -4.07650 -0.12138 -0.07009 1.0 -2.5 -0.1
C 1.87527 -0.26421 -0.03475 -1.1 0.6 -0.8
N -2.62983 -0.09926 0.16324 0.9 1.8 -1.1
N -0.45822 0.60100 -0.66839 -1.2 -0.2 -2.1
H -2.34543 0.96022 -1.53975 -0.2 0.7 -1.5
H -0.72224 0.25605 2.01686 -0.2 0.6 0.5
H 0.42482 -1.08881 2.03634 0.4 -0.3 0.0
H -1.20733 -1.00428 1.02363 1.7 0.1 1.2
H 3.21965 -0.46761 -1.64698 -0.9 1.1 0.0
H 2.74335 1.26713 -1.43059 0.0 -0.1 0.5
H 1.64871 0.17403 -2.20394 0.0 -0.3 0.1
H 3.95797 -0.38316 0.94608 -1.0 0.0 -0.7
H 2.69948 -0.15447 2.06473 -0.6 0.1 0.6
H 3.11203 1.18753 0.90982 -0.1 -1.0 0.7
H -4.70802 0.28968 0.67609 0.1 0.8 1.0
H -4.38858 0.18417 -1.03044 -0.2 0.8 -1.2
H -4.26258 -1.19880 -0.02842 -0.4 0.0 0.0
H 1.72670 -1.35050 -0.14028 0.2 0.0 0.2
H -0.11717 0.85255 -1.61458 0.3 0.0 1.1
```
Positions in Å, forces in eV/Å.

Mulliken population analysis, charges in e, atoms 1 to 5:
1. C -0.3046
2. C 0.5746
3. C -1.1552
4. C -1.5483
5. C -1.2245


Record 3
# C3H3NS2

One molecule with the formula C3H3NS2 at a distorted geometry (ωB97M-V with the def2-TZVPD basis set, OMol25).

Output
Relative energy (zero: lowest compared OMol25 entry of this formula, charge and spin)   117.40 kcal per mole
Frontier orbital gap (spin up / spin down)   6.770 / 6.711 eV
LUMO (spin up / spin down)   -1.7 / -1.7 eV

```
9
Properties=species:S:1:pos:R:3:forces:R:3
C 0.21330 -0.56376 -0.91362 -0.5 0.6 -0.7
C -0.71230 -0.80714 -0.04223 -2.4 1.2 3.9
C 0.16334 0.64534 1.91242 -0.7 0.9 0.3
N 0.63963 0.69687 -1.15640 0.1 1.4 0.2
S 1.60388 1.08260 -2.29939 0.4 -0.2 -0.5
S -1.31637 0.55370 1.13135 2.1 -1.2 -0.6
H 0.32234 -1.35356 -1.55739 1.6 -1.9 -1.8
H -1.02626 -1.77636 0.30504 -0.3 -0.3 -0.6
H 0.11244 1.52232 2.62020 -0.3 -0.6 -0.3
```
Positions in Å, forces in eV/Å.

Mulliken population analysis, charges in e, atoms 1 to 5:
1. C 0.0354
2. C -0.3855
3. C -0.3462
4. N -0.2324
5. S -0.0676


Record 4
# C39H86BFNO16P2

A 5-piece molecular cluster, C39H86BFNO16P2 overall at a distorted geometry (ωB97M-V with the def2-TZVPD basis set, OMol25).

Output
Charge   +1
Frontier orbital gap   6.361 eV
LUMO   -3.6 eV

```
146
Properties=species:S:1:pos:R:3:forces:R:3
C -0.89525 -2.80181 -0.77522 0.4 -0.2 0.9
C 0.59075 -3.25727 -0.16564 -0.7 0.9 0.9
C 1.55313 -1.91171 -0.07883 -0.6 -1.3 -1.3
O 0.72787 -0.80451 0.48884 2.2 0.2 0.1
C 1.53659 0.42809 0.54714 1.7 -0.8 -1.1
C 1.43984 1.30430 1.90924 -0.4 -0.8 1.1
C 2.50442 2.53021 2.07713 0.3 0.1 -0.7
C 3.98235 2.28544 1.34564 0.7 -0.2 -1.0
C 3.93359 2.65007 -0.28883 -1.3 5.7 -2.0
O 3.76590 3.91127 -0.70511 1.2 -9.5 2.6
F 4.06204 1.49509 -1.25414 -0.3 3.6 3.0
C 2.65458 2.78496 3.72355 1.5 0.8 -1.7
P 4.21994 1.88303 4.30725 4.8 0.6 -2.6
O 4.31318 0.22082 3.88201 -0.6 0.7 0.6
O 4.75112 2.28294 5.89332 -1.2 -1.7 -0.6
N 1.41878 2.61970 4.52575 0.2 -0.8 0.4
O 1.34793 3.74164 5.32459 0.2 2.6 1.4
B 1.44326 1.49302 5.59102 0.0 -4.8 2.9
O 1.65136 0.06012 5.30781 0.7 3.4 1.1
C 1.14006 1.79643 7.21732 0.6 -0.1 0.6
C -0.42575 2.17356 7.52192 0.0 1.7 0.2
C 0.08959 2.54360 3.86962 -3.4 0.4 -0.5
C -0.01727 1.90246 2.34762 -0.6 1.3 1.4
C -0.57819 3.15983 1.45066 0.3 1.3 -0.2
C -0.41703 3.08305 -0.15402 0.3 1.2 -0.3
C -1.27430 1.93793 -0.94112 0.4 0.6 -1.7
C -2.70250 2.60052 -1.47095 -5.1 -0.2 1.5
O -3.90902 2.33273 -0.96665 7.6 1.4 -3.0
O -2.59169 3.61437 -2.57088 -0.3 -3.6 1.7
C -3.58109 3.35079 -3.62703 -1.7 0.6 -2.4
C -3.01254 3.67594 -5.16325 0.2 0.2 -0.2
P -1.42227 0.59733 2.47522 -0.1 -1.7 -2.4
C -1.12942 -0.70272 3.82961 -0.5 -0.9 1.5
C -0.05221 -1.90318 3.41161 -0.1 0.1 0.9
C -3.16371 1.31392 2.57317 -1.9 1.0 0.9
C -3.63328 1.92776 4.01485 -1.1 0.3 0.0
H -1.54494 -3.76629 -0.96406 1.4 2.0 0.1
H -1.46555 -2.14426 0.03475 1.3 -1.4 -1.8
H -0.73170 -2.14691 -1.73112 -0.5 -1.5 1.7
H 0.45094 -3.64707 0.94460 0.2 0.7 -2.3
H 1.06751 -4.14325 -0.76653 -0.7 2.0 1.0
H 2.51072 -2.15308 0.55106 -1.7 0.7 -1.0
H 1.86278 -1.64304 -1.19297 -0.5 -0.3 2.3
H 2.66037 0.02066 0.48642 -2.2 1.3 0.3
H 1.37066 0.99340 -0.46135 0.2 -0.6 2.0
H 1.73266 0.52685 2.77030 -0.6 1.5 -1.8
H 2.14865 3.56653 1.60278 0.5 -2.4 1.1
H 4.35277 1.17294 1.45186 -0.8 2.4 -0.2
H 4.81390 3.03990 1.75466 -2.0 -1.8 -0.9
H 2.95091 3.94513 3.75396 -0.5 -2.7 0.4
H 5.03892 0.03321 3.20460 -1.2 1.0 1.5
H 5.67092 1.91681 6.04709 -1.4 0.6 -0.6
H 2.22093 3.89635 5.78654 -1.0 -0.5 -0.6
H 1.99323 -0.40812 6.14461 -1.0 1.1 -1.8
H 1.87893 2.63832 7.63040 -1.8 -1.7 -0.7
H 1.40562 0.82972 7.86555 -0.5 1.9 -1.6
H -0.52414 3.34894 7.35519 0.0 -2.5 0.3
H -1.18352 1.67105 6.77747 1.5 0.7 1.7
H -0.71393 2.00178 8.66481 0.6 0.1 -2.7
H -0.38796 3.63908 3.89274 1.3 -2.3 -0.1
H -0.62011 1.92340 4.60500 1.7 1.2 -1.4
H 0.05631 4.10717 1.81194 -1.3 -1.9 -0.9
H -1.69521 3.47147 1.68588 2.3 -1.0 -0.2
H 0.75206 3.07696 -0.39695 -2.6 -0.3 0.3
H -0.79206 4.12984 -0.59203 0.9 -2.2 1.0
H -0.66783 1.69067 -1.93949 -1.4 0.6 2.1
H -1.40106 0.91853 -0.38621 -0.2 2.1 -0.8
H -4.49675 4.10396 -3.48710 1.9 -1.9 -0.1
H -3.95326 2.22945 -3.67396 0.8 2.4 0.6
H -2.03367 3.08713 -5.42505 -1.8 1.1 0.7
H -3.81193 3.36810 -5.99410 1.5 0.5 2.1
H -2.80762 4.82338 -5.33879 -0.4 -2.3 0.6
H -2.16631 -1.28011 3.96801 2.1 1.5 -0.4
H -0.90549 -0.25535 4.91368 -0.3 -1.0 -2.2
H -0.52928 -2.59486 2.58320 1.1 1.6 1.7
H 0.14222 -2.53525 4.40316 -0.5 1.2 -2.2
H 0.99192 -1.49781 3.07619 -2.2 -0.7 0.5
H -3.42230 2.14659 1.75730 1.1 -2.1 1.5
H -3.92564 0.42670 2.33009 2.0 1.8 0.4
H -2.77563 2.15996 4.77303 -1.5 -0.4 -1.5
H -4.25507 2.92361 3.80261 1.4 -2.1 0.7
H -4.36187 1.15965 4.51862 1.4 1.6 -0.8
C -2.49938 -4.70544 -6.64222 0.0 0.0 -0.2
O -2.58180 -3.32887 -6.99240 0.1 -0.2 0.6
C -2.75936 -2.48811 -5.84864 0.3 0.2 -0.5
C -1.45117 -1.79161 -5.46344 -0.2 -0.5 0.4
O -0.48691 -2.72872 -4.97455 -0.1 0.2 -0.4
C 0.50768 -3.03403 -5.94853 0.0 -0.1 0.2
H -2.17950 -5.26636 -7.52430 -0.1 0.2 0.0
H -1.77571 -4.87661 -5.84130 0.0 0.0 0.0
H -3.48479 -5.06915 -6.33421 0.0 -0.1 0.1
H -3.16501 -3.05756 -5.00229 0.2 0.0 -0.1
H -3.49561 -1.72599 -6.12466 0.0 0.0 0.0
H -1.65399 -1.08967 -4.64779 -0.1 0.0 0.0
H -1.04911 -1.21785 -6.30778 -0.1 -0.1 0.0
H 1.17389 -2.17483 -6.07657 0.0 0.0 -0.1
H 0.06417 -3.30753 -6.90964 0.0 0.1 0.0
H 1.09502 -3.87909 -5.58292 -0.1 0.1 0.0
C -2.73314 -2.31112 -9.71420 -0.1 0.0 -0.2
O -3.11085 -1.63178 -10.90592 0.0 0.4 0.3
C -3.70251 -0.35691 -10.63901 0.4 -0.2 -0.5
C -2.71274 0.78083 -10.90502 -0.2 -0.1 0.6
O -1.63854 0.76783 -9.96007 0.1 -0.3 -0.4
C -0.44258 0.22500 -10.51331 -0.1 0.1 0.2
H -2.12630 -3.17767 -9.98965 -0.1 0.1 -0.1
H -2.14353 -1.67103 -9.05306 -0.1 0.0 0.0
H -3.62683 -2.66220 -9.18860 0.1 0.0 0.1
H -4.08753 -0.31034 -9.61202 0.1 0.0 -0.1
H -4.55215 -0.25081 -11.32160 0.0 0.0 0.0
H -3.23382 1.73588 -10.78061 0.0 0.0 0.0
H -2.33261 0.73740 -11.93330 0.0 -0.1 0.1
H -0.01363 0.93301 -11.22968 0.1 -0.1 -0.1
H -0.62133 -0.73652 -11.00194 0.0 0.1 0.0
H 0.27174 0.07532 -9.70084 -0.1 0.1 0.0
C -1.53096 5.27151 10.47827 -0.2 -0.1 0.1
O -1.00566 4.00494 10.85806 0.4 0.3 -0.1
C 0.42447 3.99977 10.89406 -0.4 -0.3 0.5
C 0.94366 4.08101 12.33235 0.1 0.6 -0.2
O 0.65385 5.35322 12.91928 -0.3 -0.5 -0.2
C -0.45091 5.29162 13.81748 0.1 0.2 0.0
H -2.61028 5.26239 10.65148 0.2 -0.1 0.0
H -1.09270 6.08348 11.06402 0.0 0.0 0.0
H -1.34865 5.44398 9.41281 0.0 0.1 0.0
H 0.83530 4.81307 10.28178 -0.1 0.0 0.2
H 0.75078 3.05102 10.45534 0.1 0.0 0.0
H 2.03380 3.97839 12.31852 0.0 0.0 0.0
H 0.53746 3.26463 12.94250 -0.1 0.1 -0.1
H -0.15578 4.76136 14.72862 -0.1 0.0 0.0
H -1.31566 4.79971 13.36419 0.1 0.0 0.0
H -0.73125 6.31299 14.08388 0.1 -0.1 -0.1
C 1.24655 -7.52100 -5.40680 0.0 0.1 -0.1
O 2.28696 -6.55505 -5.31268 0.0 -0.3 0.3
C 3.05880 -6.70419 -4.11743 0.3 0.2 -0.5
C 4.40178 -7.38137 -4.40498 -0.4 -0.4 0.3
O 4.22353 -8.74639 -4.79480 0.0 0.5 -0.3
C 4.36278 -8.92615 -6.20168 0.0 -0.2 0.2
H 0.82275 -7.47334 -6.41335 0.1 0.1 0.1
H 1.61833 -8.53424 -5.23480 0.0 0.0 0.0
H 0.45845 -7.28852 -4.68358 0.0 -0.1 0.0
H 2.49622 -7.25641 -3.35345 0.1 0.0 -0.1
H 3.24814 -5.69664 -3.73265 0.0 0.0 0.0
H 4.99555 -7.38861 -3.48491 0.0 0.0 0.0
H 4.96629 -6.82596 -5.16433 -0.2 0.0 0.0
H 5.41475 -8.81764 -6.48459 0.0 0.0 -0.1
H 3.75097 -8.21585 -6.76418 0.0 0.0 0.0
H 4.03772 -9.93880 -6.44996 0.0 0.1 0.1
```
Positions in Å, forces in eV/Å.

Mulliken population analysis, charges in e, atoms 1 to 5:
1. C -0.4434
2. C -0.4359
3. C -0.5031
4. O 0.4279
5. C -1.9713